DFT (ωB97M-V with the def2-TZVPD basis set) results for C4H8N4 as an isolated structure in a non-equilibrium geometry.

The lowest unoccupied orbital energy is 0.7 eV. The total energy comes out at -375.92341 Eh. For the HOMO-LUMO gap, the calculation gives 0.3232 hartree. The spin multiplicity is 1. The energy relative to the best compared isomer or geometry (same formula, charge and spin) comes out at 204.0 kcal per mole. For the largest force on an atom, the calculation gives 0.24468 hartree/bohr.

Last column: natural (NBO) charge in e.
Cartesian coordinates (Å):
C1 0.34475 -1.07522 -0.34640  -0.222
C2 -0.99976 -0.32920 0.20250  -0.046
C3 -2.44678 -0.22722 -0.04790  -0.218
C4 0.55108 1.50501 -0.15839  0.184
H1 2.63100 -0.70270 0.74386  0.370
H2 3.26593 0.28409 -0.81813  0.355
H3 0.11579 -1.62322 -1.24741  0.212
H4 0.93749 -1.74602 0.49524  0.180
H5 -0.93470 -0.16127 1.26856  0.137
H6 -2.97246 -0.79452 -0.69940  0.191
H7 -3.12973 -0.34315 0.89121  0.184
H8 1.19823 2.16942 0.39272  0.213
N1 2.44228 0.15360 0.18393  -0.670
N2 1.10703 0.22026 -0.40185  -0.300
N3 -1.34864 0.68432 -0.36406  -0.299
N4 -0.76150 1.98581 -0.09449  -0.272